# 1
# C5H9NO3

One molecule with the formula C5H9NO3 (ωB97M-V with the def2-TZVPD basis set, the Open Molecules 2025 dataset).

Computed properties:
energy above the lowest of the compared OMol25 structures with the same formula, charge and spin = 6.881 eV
Kohn-Sham gap = 8.93 eV
E = -12957.8249 eV
LUMO energy = 0.79 eV
largest force on an atom = 0.0245 hartree/bohr
HOMO = -8.14 eV

Geometry as XYZ:
```
18
C5H9NO3 ωB97M-V with the def2-TZVPD basis set
O 1.0915 1.3487 0.1189
O -1.1764 0.6387 -0.5476
O 1.8083 -1.2551 0.1545
N -0.3460 -0.3968 0.0637
C -1.0954 -1.5436 0.5471
C 1.1135 -0.5086 -0.4991
C -1.0988 1.7370 1.6343
C -0.5728 1.0749 0.6013
C 1.2161 -0.2917 -1.9828
H -0.5287 1.8934 2.5371
H -1.8317 -1.1941 1.2706
H 1.6390 1.2266 0.9092
H -0.3808 -2.2060 1.0331
H -1.5751 -2.0451 -0.2938
H -2.0255 2.2746 1.4906
H 0.8434 -1.1842 -2.4918
H 2.2652 -0.1488 -2.2375
H 0.6543 0.5802 -2.3076
```

=====

# 2
# C5H9NO4

One molecule with the formula C5H9NO4 (ωB97M-V with the def2-TZVPD basis set, the Open Molecules 2025 dataset).

Computed properties:
energy above the lowest of the compared OMol25 structures with the same formula, charge and spin = 0.508 eV
Kohn-Sham gap = 10.40 eV
E = -15011.7361 eV
LUMO energy = 0.30 eV
largest force on an atom = 0.0461 hartree/bohr
HOMO = -10.10 eV

Geometry as XYZ:
```
19
C5H9NO4 ωB97M-V with the def2-TZVPD basis set
O 3.6225 -0.1002 -0.3924
O -2.5753 1.2965 -0.1159
O 2.1670 1.5890 -0.4409
O -0.4171 1.8197 0.1044
N -1.9942 -1.3428 -0.4882
C 1.5318 -0.4160 0.7163
C 0.4170 -0.9495 -0.1955
C 2.5711 0.3407 -0.0702
C -1.0410 -0.5189 0.2819
C -1.2464 0.9326 0.0682
H 2.0023 -1.2779 1.2320
H -2.5102 2.2428 -0.2016
H -1.8425 -1.2454 -1.4827
H -2.9350 -1.0005 -0.3933
H 1.2704 1.8284 -0.1360
H -1.1259 -0.7210 1.3600
H 1.1546 0.2010 1.5388
H 0.4930 -0.6419 -1.2393
H 0.4578 -2.0365 -0.1457
```

=====

# 3
# C5H9NO4

A 3-piece molecular cluster, C5H9NO4 overall (ωB97M-V with the def2-TZVPD basis set, the Open Molecules 2025 dataset).

Computed properties:
energy above the lowest of the compared OMol25 structures with the same formula, charge and spin = 8.932 eV
Kohn-Sham gap (spin up / spin down) = 6.64 / 6.64 eV
E = -15003.3119 eV
LUMO energy (spin up / spin down) = -1.40 / -1.40 eV
largest force on an atom = 0.1532 hartree/bohr
HOMO (spin up / spin down) = -8.04 / -8.04 eV

Geometry as XYZ:
```
19
C5H9NO4 ωB97M-V with the def2-TZVPD basis set
O 0.7393 1.2348 -4.0668
O 3.4031 3.1804 -3.1452
O 3.3487 0.6545 -3.0158
O 0.7620 -0.2073 -2.4395
N 0.9388 4.3614 -2.4274
C 0.2964 2.0879 -2.0386
C 1.2023 3.0453 -2.4212
C 2.2142 2.5257 -3.4545
C 0.2747 0.8899 -2.8812
C 4.3359 3.3377 -4.2045
H 3.1692 0.1997 -3.8438
H 5.2858 3.6308 -3.7473
H -0.6249 2.3332 -1.5139
H 1.9631 3.0246 -4.4126
H 2.2933 -0.0816 -2.5560
H 1.2934 4.9503 -3.1673
H 0.1578 4.7400 -1.9107
H 3.9877 4.1149 -4.9013
H 4.4816 2.3937 -4.7480
```

=====

# 4
# C5H9NO6

One molecule with the formula C5H9NO6 (ωB97M-V with the def2-TZVPD basis set, the Open Molecules 2025 dataset).

Computed properties:
energy above the lowest of the compared OMol25 structures with the same formula, charge and spin = 5.818 eV
Kohn-Sham gap = 10.16 eV
E = -19099.3200 eV
LUMO energy = 0.16 eV
largest force on an atom = 0.0571 hartree/bohr
HOMO = -10.00 eV

Geometry as XYZ:
```
21
C5H9NO6 ωB97M-V with the def2-TZVPD basis set
O -0.1597 -2.6113 -0.4445
O -2.1778 -0.5125 -0.8611
O 2.2192 0.2836 0.4378
O 0.9044 0.8019 0.0295
O -1.1230 2.5250 -1.0194
O 4.2257 0.3585 -0.2295
N 3.1241 0.7808 -0.3929
C -1.4057 0.2362 -0.3312
C -0.0535 -0.7421 1.5628
C -0.0344 -0.2486 0.1234
C 0.4546 -1.3876 -0.7876
C -1.7647 1.6751 -0.0970
H -0.7719 -1.5545 1.6764
H -0.3869 -3.1503 -1.2294
H 1.5352 -1.5106 -0.6502
H -1.4933 1.9598 0.9270
H 0.9387 -1.1122 1.8225
H -1.1496 3.4654 -0.7330
H -0.3083 0.0641 2.2491
H 0.2742 -1.1231 -1.8372
H -2.8475 1.8025 -0.2154
```

=====

# 5
# C5H9NO6

One molecule with the formula C5H9NO6 (ωB97M-V with the def2-TZVPD basis set, the Open Molecules 2025 dataset).

Computed properties:
energy above the lowest of the compared OMol25 structures with the same formula, charge and spin = 0.516 eV
Kohn-Sham gap = 10.64 eV
E = -19104.6222 eV
LUMO energy = 0.66 eV
largest force on an atom = 0.0205 hartree/bohr
HOMO = -9.98 eV

Geometry as XYZ:
```
21
C5H9NO6 ωB97M-V with the def2-TZVPD basis set
O -0.4115 1.3215 -1.6446
O 0.9466 1.0395 1.6354
O -0.8526 2.3825 0.2772
O -3.1643 0.4242 -0.2407
O 1.1847 -0.9470 -1.3826
O 2.0678 1.4675 -0.3412
N -2.0668 -0.0682 0.4583
C -1.4068 -0.9848 -0.1030
C -0.2431 1.5625 -0.3608
C 1.0512 -0.6920 -0.0127
C -0.1579 -1.4573 0.5536
C 0.9577 0.8261 0.2696
H 1.9527 -1.0394 0.5252
H -3.5288 1.1051 0.3443
H 1.5958 -0.1758 -1.7965
H -0.2033 -1.2732 1.6260
H -1.1571 1.8336 -2.0009
H 0.3323 1.7717 1.8196
H -1.6613 -1.3878 -1.0814
H -0.0048 -2.5161 0.3495
H 2.8208 1.3911 0.2590
```

=====

# 6
# C5H9NO6S

A 2-piece molecular cluster, C5H9NO6S overall (ωB97M-V with the def2-TZVPD basis set, the Open Molecules 2025 dataset).

Computed properties:
charge = -2
energy above the lowest of the compared OMol25 structures with the same formula, charge and spin = 0.175 eV
Kohn-Sham gap (spin up / spin down) = 5.69 / 5.69 eV
E = -29937.9850 eV
LUMO energy (spin up / spin down) = 6.10 / 6.10 eV
largest force on an atom = 0.0711 hartree/bohr
HOMO (spin up / spin down) = 0.41 / 0.41 eV

Geometry as XYZ:
```
22
C5H9NO6S ωB97M-V with the def2-TZVPD basis set
S -1.9950 1.2004 -1.2664
O 1.5934 -0.0127 2.5612
O -1.8495 1.6975 -2.6541
O -2.5444 -0.8394 1.2303
O -2.9496 0.0992 -1.3003
O -2.5278 2.2267 -0.3662
O -0.1103 1.2734 1.3725
N 0.4545 0.9980 0.1893
C 1.5605 0.0773 0.2277
C 0.2294 -0.3175 -1.6918
C 1.6418 -0.6713 -1.1526
C 1.4052 -0.9168 1.5448
C -0.3647 0.5521 -0.8308
H 2.4716 0.6131 0.5629
H -1.6292 -0.4027 1.2481
H -3.0392 -0.5455 0.4294
H 1.7612 -1.7199 -0.9786
H 0.4639 -1.5471 1.6240
H 2.3058 -1.6824 1.5875
H 2.3632 -0.3009 -1.8750
H -0.1266 -0.5304 -2.7016
H 0.8857 0.7488 2.2398
```

=====

# 7
# C5H9NOS

One molecule with the formula C5H9NOS (ωB97M-V with the def2-TZVPD basis set, the Open Molecules 2025 dataset).

Computed properties:
energy above the lowest of the compared OMol25 structures with the same formula, charge and spin = 1.604 eV
Kohn-Sham gap = 7.76 eV
E = -19702.6995 eV
LUMO energy = -0.50 eV
largest force on an atom = 0.0434 hartree/bohr
HOMO = -8.26 eV

Geometry as XYZ:
```
17
C5H9NOS ωB97M-V with the def2-TZVPD basis set
S -3.2553 -0.8161 -0.0592
O -1.4882 1.9618 -0.5607
N 1.2028 -1.7965 -0.1625
C 0.7700 -0.4824 -0.0630
C -0.9497 1.2573 0.5052
C -1.5789 -1.0960 -0.1774
C 1.8398 0.5491 -0.1740
C -0.5400 -0.1640 0.1239
H 0.6740 -2.4474 0.3752
H 2.1628 0.9214 0.8201
H -0.0041 1.7453 0.9080
H 2.2207 -1.9364 -0.1115
H -1.6518 1.3151 1.3667
H 1.4329 1.4435 -0.7283
H -1.2221 -2.0637 -0.5138
H 2.6707 0.1153 -0.7189
H -2.2837 1.4938 -0.8297
```

=====

# 8
# C5H9NOS2

One molecule with the formula C5H9NOS2 (ωB97M-V with the def2-TZVPD basis set, the Open Molecules 2025 dataset).

Computed properties:
energy above the lowest of the compared OMol25 structures with the same formula, charge and spin = 4.493 eV
Kohn-Sham gap (spin up / spin down) = 8.06 / 4.71 eV
E = -30533.3819 eV
LUMO energy (spin up / spin down) = -0.28 / -1.60 eV
largest force on an atom = 0.1052 hartree/bohr
HOMO (spin up / spin down) = -8.34 / -6.31 eV

Geometry as XYZ:
```
18
C5H9NOS2 ωB97M-V with the def2-TZVPD basis set
S 0.8431 -2.8495 0.1291
S -1.4100 0.4266 1.1656
O 0.1124 -0.2959 1.1733
N 0.2715 0.9372 -0.7578
C 0.7493 -0.0831 -0.0272
C 0.3724 -1.4432 -0.8581
C -1.1830 1.6426 2.5896
C -0.9022 1.1258 -0.3928
C 1.1204 -1.3855 -2.2322
H 1.8692 -0.0334 0.0900
H -2.0856 1.6671 3.2614
H -1.4765 1.7670 -0.9553
H -1.1691 2.7230 2.2454
H 0.9281 -0.4687 -2.7596
H 0.7704 -2.1764 -2.8990
H -0.3446 1.5249 3.3504
H -0.6873 -1.4297 -0.9596
H 2.2215 -1.6488 -2.1635
```